No. 1
10 unconnected molecules or ions with the total composition C47H66Cl2IN10O4P in a non-equilibrium geometry. Source: OMol25; level of theory: ωB97M-V/def2-TZVPD.

For the electronic energy, the calculation gives -4238.4413 hartree. The SMILES is CCOCCCCCN(C(=O)OP(O)I)[C@H](Cl)[C@@H](C)Cl.c1cc[nH]c1.c1cc[nH]c1.c1cc[nH]c1.c1cc[nH]c1.c1cc[nH]c1.c1cc[nH]c1.c1cc[nH]c1.c1cc[nH]c1.c1cc[nH]c1. For the gap between HOMO and LUMO, the calculation gives 0.2894 hartree.

Each line ends with the Mulliken charge.
Element x y z (Å)
C1 4.47378 0.62910 4.97845  -1.08
C2 4.09410 2.07935 4.68343  -0.33
O1 2.68593 2.20515 4.66539  -0.24
C3 2.16616 3.10103 3.72205  -0.91
C4 0.79499 2.63922 3.25292  0.47
C5 -0.00583 3.80641 2.67736  -0.77
C6 -0.82021 4.57642 3.73662  -0.82
C7 -2.25944 4.07880 3.77090  -1.12
N1 -2.34770 2.70067 4.33695  0.70
C8 -3.12790 1.90796 3.50812  -0.12
O2 -2.79728 1.61202 2.37322  -0.53
O3 -4.36842 1.60224 3.99646  -0.02
P1 -4.97521 0.10174 3.52743  0.07
O4 -6.45391 0.59411 3.12435  -0.39
I1 -5.44228 -0.96328 5.70867  0.09
C9 -2.66251 2.57594 5.77142  -0.31
Cl1 -2.36124 4.08657 6.65083  -0.13
C10 -1.83400 1.40630 6.35886  0.49
C11 -0.47518 1.76588 6.93294  -1.49
Cl2 -2.77912 0.58318 7.61849  -0.19
H1 4.67918 0.48926 6.03095  0.29
H2 5.31420 0.32476 4.36857  0.32
H3 3.62177 0.01818 4.70218  0.31
H4 4.50345 2.73917 5.44710  0.33
H5 4.52810 2.38162 3.73275  0.33
H6 2.80542 3.18773 2.84322  0.48
H7 2.07498 4.11290 4.13229  0.17
H8 0.27098 2.10935 4.03710  -0.21
H9 0.96034 1.93166 2.44182  -0.08
H10 -0.64886 3.43151 1.88934  0.38
H11 0.70911 4.49980 2.23960  0.55
H12 -0.79648 5.64096 3.54142  0.51
H13 -0.36518 4.35881 4.69697  0.27
H14 -2.94605 4.76189 4.25308  0.13
H15 -2.56952 4.01128 2.73327  0.76
H16 -7.02885 -0.17781 3.10155  0.34
H17 -3.70719 2.36117 5.95974  0.54
H18 -1.64979 0.73248 5.52834  0.19
H19 0.07160 2.42702 6.27198  0.27
H20 -0.56479 2.18899 7.92309  0.44
H21 0.10249 0.85148 7.02362  0.43
C12 3.00322 -0.48659 -1.41193  -0.42
C13 2.56476 0.67155 -2.10987  -0.66
C14 1.48260 1.16743 -1.43396  -0.49
N2 1.25112 0.35479 -0.35898  0.10
C15 2.17388 -0.65372 -0.33476  -0.50
H22 3.83325 -1.12135 -1.67184  0.59
H23 2.99404 1.09006 -3.00407  0.42
H24 0.86093 2.02466 -1.62508  0.41
H25 0.51415 0.47894 0.31043  0.14
H26 2.15972 -1.39917 0.44182  0.45
C16 1.76283 -3.66904 -4.68504  -0.66
C17 2.33238 -3.19873 -3.47154  0.43
C18 3.56096 -3.78724 -3.34625  -1.29
N3 3.75830 -4.59599 -4.43604  0.21
C19 2.66601 -4.52471 -5.25994  -1.39
H27 0.79885 -3.40844 -5.08746  0.42
H28 1.89056 -2.51135 -2.77187  0.51
H29 4.31272 -3.70240 -2.57888  0.52
H30 4.57589 -5.15185 -4.60251  0.25
H31 2.62836 -5.09008 -6.17191  0.89
C20 6.37221 -4.04285 -8.60173  -0.80
C21 5.90805 -2.88491 -9.28178  -0.35
C22 4.83488 -2.40462 -8.58019  -0.86
N4 4.63145 -3.22389 -7.50350  0.29
C23 5.56591 -4.22455 -7.50961  -0.05
H32 7.20197 -4.66898 -8.88220  0.42
H33 6.31346 -2.45458 -10.18178  0.50
H34 4.20056 -1.55262 -8.75529  0.53
H35 3.90561 -3.10889 -6.81572  0.07
H36 5.58116 -4.97851 -6.74242  0.25
C24 -6.61198 4.83147 0.33088  -0.57
C25 -7.41962 4.67535 1.49148  -0.60
C26 -6.75912 3.82421 2.33665  -0.81
N5 -5.58598 3.46232 1.73342  0.28
C27 -5.48798 4.07189 0.51247  -0.40
H37 -6.83219 5.43199 -0.53514  0.48
H38 -8.37572 5.13290 1.68094  0.38
H39 -7.02216 3.44564 3.30897  0.42
H40 -4.90272 2.84431 2.12453  0.27
H41 -4.63028 3.91383 -0.11807  0.48
C28 -4.69206 8.26904 3.94024  -0.65
C29 -5.43585 8.65119 2.79054  -0.71
C30 -5.92757 7.50670 2.22276  -0.23
N6 -5.51122 6.44915 2.98209  0.13
C31 -4.75880 6.90518 4.03198  -0.74
H42 -4.17009 8.92062 4.62014  0.41
H43 -5.59114 9.65139 2.42387  0.41
H44 -6.53576 7.35472 1.34838  0.31
H45 -5.72600 5.48643 2.79424  0.64
H46 -4.34011 6.22511 4.75427  0.56
C32 6.00990 2.11135 -10.45133  -0.43
C33 7.35838 1.69532 -10.62108  -0.39
C34 7.65499 0.84394 -9.59053  -0.54
N7 6.54155 0.73169 -8.80633  0.03
C35 5.53421 1.49838 -9.32334  -0.47
H47 5.45457 2.78187 -11.08462  0.40
H48 8.03121 1.98697 -11.40929  0.41
H49 8.55786 0.31003 -9.35077  0.38
H50 6.47238 0.16770 -7.98049  0.23
H51 4.56960 1.54194 -8.84786  0.39
C36 -6.67627 -4.31381 10.34439  -0.37
C37 -7.10398 -3.80320 9.08844  -0.57
C38 -6.01265 -3.23638 8.48818  -0.26
N8 -4.94544 -3.38247 9.33067  0.07
C39 -5.34060 -4.03871 10.46343  -0.50
H52 -7.28048 -4.82379 11.07498  0.39
H53 -8.09722 -3.84777 8.67538  0.38
H54 -5.90000 -2.74105 7.53698  0.13
H55 -4.01583 -3.05622 9.14576  0.19
H56 -4.64150 -4.25336 11.25258  0.37
C40 0.02337 -6.32830 -10.02582  -0.51
C41 -0.76508 -5.57243 -9.11473  -0.49
C42 0.09461 -4.93919 -8.25938  -0.31
N9 1.36913 -5.28680 -8.61615  0.13
C43 1.33555 -6.12928 -9.69322  -0.43
H57 -0.33373 -6.94508 -10.83263  0.39
H58 -1.83906 -5.50136 -9.09299  0.39
H59 -0.08968 -4.27452 -7.43340  0.24
H60 2.20632 -4.96737 -8.16953  0.29
H61 2.24311 -6.51126 -10.12694  0.38
C44 1.71747 -6.70186 0.87728  -0.52
C45 1.80100 -5.29192 1.03821  -0.46
C46 2.34385 -4.78242 -0.11122  -0.01
N10 2.59586 -5.82673 -0.95500  0.12
C47 2.21412 -6.99889 -0.36351  -0.56
H62 1.33535 -7.41342 1.58917  0.39
H63 1.49433 -4.71950 1.89732  0.40
H64 2.56877 -3.77071 -0.40170  0.11
H65 2.99401 -5.73845 -1.87113  0.19
H66 2.32690 -7.93976 -0.87333  0.37



No. 2
A molecular structure, C47H71BiGeN3O5. Source: OMol25; level of theory: ωB97M-V/def2-TZVPD.

For the electronic energy, the calculation gives -4665.3935 hartree. Its net charge is +1. For the gap between HOMO and LUMO, the calculation gives 0.2940 hartree.

Each line ends with the Mulliken charge.
Element x y z (Å)
Bi1 -0.10811 0.30751 0.10079  2.38
C1 2.97204 1.41424 1.50001  -1.32
N1 2.43174 1.18075 0.14964  0.81
C2 3.21243 0.11742 -0.50320  -1.07
C3 2.47343 2.42879 -0.63249  -1.84
C4 1.30350 2.52364 -1.59225  -0.33
N2 0.00310 2.37100 -0.89876  0.63
C5 -0.15526 3.34635 0.22597  -1.11
C6 -1.56292 3.48891 0.74098  -0.23
C7 -2.06885 4.77468 0.91658  -0.17
C8 -3.32445 4.98772 1.45447  -0.79
C9 -4.04929 3.85796 1.83647  -0.38
C10 -3.60009 2.55471 1.67782  -0.24
C11 -2.33122 2.37823 1.09062  0.12
O1 -1.89167 1.12041 0.83000  -0.17
C12 -4.45610 1.35799 2.10431  2.19
C13 -4.85116 0.53324 0.86902  -1.46
C14 -5.74671 1.79756 2.80025  -2.48
C15 -3.68040 0.48210 3.09879  -1.00
C16 -3.92343 6.37775 1.65657  1.91
C17 -3.05679 7.46957 1.02868  -2.08
C18 -4.04750 6.65474 3.16106  -1.59
C19 -5.31481 6.44113 1.01135  -1.58
C20 -1.12855 2.50728 -1.86438  -0.98
C21 -0.99864 1.68744 -3.11008  0.45
C22 -0.99441 2.31854 -4.34157  -0.68
C23 -1.02129 1.59586 -5.52696  -0.65
C24 -1.12535 0.21582 -5.41104  -0.52
C25 -1.15256 -0.47419 -4.19532  -0.80
C26 -1.01020 0.28886 -3.01697  0.04
O2 -0.86914 -0.30045 -1.80387  -0.02
C27 -1.43210 -1.98158 -4.16976  2.49
C28 -2.69438 -2.22706 -3.33029  -1.27
C29 -0.24870 -2.75188 -3.57705  -1.55
C30 -1.69402 -2.54904 -5.56674  -2.47
C31 -0.98332 2.32226 -6.86952  2.08
C32 -2.20076 3.24989 -6.98137  -1.66
C33 -1.00660 1.35243 -8.05062  -2.14
C34 0.30198 3.15690 -6.95388  -1.60
H1 3.99744 1.79577 1.43718  0.33
H2 2.98058 0.47700 2.05406  0.33
H3 2.35364 2.12644 2.04064  0.39
H4 4.26891 0.40318 -0.55884  0.36
H5 2.83887 -0.06798 -1.50990  0.23
H6 3.13589 -0.79461 0.08845  0.27
H7 3.39990 2.49369 -1.21247  0.52
H8 2.47685 3.26990 0.05981  0.48
H9 1.37010 1.74495 -2.35388  0.13
H10 1.31837 3.49147 -2.10488  0.41
H11 0.20184 4.32048 -0.12180  0.64
H12 0.50698 3.02199 1.03478  0.19
H13 -1.45098 5.61221 0.61798  0.63
H14 -5.02089 4.01117 2.28236  0.56
H15 -5.43052 1.14276 0.17292  0.36
H16 -5.47537 -0.31130 1.17267  0.48
H17 -3.97865 0.15115 0.34069  -0.04
H18 -6.40293 2.35644 2.13117  0.41
H19 -5.54793 2.40802 3.68296  0.46
H20 -6.29232 0.91134 3.12749  0.47
H21 -2.78738 0.06159 2.64321  -0.52
H22 -4.31712 -0.33668 3.44496  0.54
H23 -3.38708 1.06177 3.97792  0.30
H24 -2.07628 7.53508 1.50447  0.37
H25 -3.54438 8.43689 1.15407  0.42
H26 -2.91445 7.30556 -0.04162  0.41
H27 -3.06918 6.62494 3.64428  0.35
H28 -4.68771 5.91847 3.64956  0.31
H29 -4.48221 7.64178 3.33061  0.46
H30 -5.26617 6.18494 -0.04866  0.35
H31 -5.72106 7.45016 1.09967  0.46
H32 -6.01951 5.76137 1.49102  0.33
H33 -1.21483 3.56843 -2.11618  0.78
H34 -2.03371 2.21921 -1.33286  0.07
H35 -0.98759 3.40312 -4.36429  0.58
H36 -1.19800 -0.36610 -6.31595  0.75
H37 -2.57783 -1.85437 -2.31618  -0.06
H38 -2.90762 -3.29747 -3.27927  0.47
H39 -3.55357 -1.72924 -3.78500  0.40
H40 -0.00321 -2.36968 -2.59235  -0.44
H41 0.63462 -2.66743 -4.21645  0.35
H42 -0.49649 -3.81292 -3.49204  0.65
H43 -2.54742 -2.07089 -6.05030  0.44
H44 -1.92154 -3.61217 -5.47325  0.45
H45 -0.82554 -2.45741 -6.22246  0.47
H46 -3.12987 2.68044 -6.92224  0.36
H47 -2.18503 3.77904 -7.93603  0.47
H48 -2.21331 3.99761 -6.18708  0.33
H49 -1.91847 0.75270 -8.06611  0.40
H50 -0.14833 0.67733 -8.03822  0.40
H51 -0.96959 1.91669 -8.98330  0.44
H52 0.33863 3.91908 -6.17379  0.33
H53 0.36002 3.66535 -7.91804  0.45
H54 1.18489 2.52325 -6.84868  0.35
O3 -1.12867 -1.81185 3.02443  -0.45
H55 -2.06879 -1.97606 3.15997  0.20
H56 -0.67523 -2.39586 3.64247  0.28
O4 2.03815 -0.12070 -3.59291  -0.63
H57 1.12529 -0.31248 -3.85887  0.09
H58 2.57363 -0.45046 -4.32190  0.26
O5 0.23778 0.94327 2.71378  -0.63
H59 -0.65967 1.12800 3.02115  0.22
H60 0.49458 0.11221 3.14261  0.30
N3 1.78718 -1.84149 2.61656  -0.64
C35 1.42514 -2.37211 1.66074  0.43
Ge1 0.86738 -3.29522 0.01304  2.03
C36 -1.02782 -3.68988 -0.05635  0.30
C37 -2.06774 -2.83198 0.29404  0.38
C38 -3.39012 -3.22823 0.17196  -0.45
C39 -3.69461 -4.49414 -0.30992  -0.76
C40 -2.67171 -5.35707 -0.67042  -0.85
C41 -1.34786 -4.95805 -0.54394  -0.49
C42 1.93215 -4.90426 -0.06732  -0.12
C43 1.80232 -5.91241 0.88680  0.12
C44 2.56428 -7.06630 0.79288  -0.78
C45 3.45834 -7.22459 -0.25827  -0.48
C46 3.59662 -6.22613 -1.21021  -0.70
C47 2.83690 -5.06794 -1.11345  -0.40
H61 1.42455 -2.31554 -1.02642  -0.53
H62 -1.87771 -1.83814 0.67892  -0.02
H63 -4.18114 -2.54164 0.44586  0.46
H64 -4.72702 -4.80354 -0.40636  0.42
H65 -2.89816 -6.34514 -1.04885  0.41
H66 -0.56325 -5.64953 -0.82842  0.40
H67 1.10349 -5.80522 1.70918  0.39
H68 2.45992 -7.84475 1.53701  0.40
H69 4.04746 -8.12892 -0.33341  0.39
H70 4.29239 -6.34853 -2.02970  0.41
H71 2.95307 -4.29220 -1.86213  0.31



Here are the calculated LUMO numbers, same order: -0.178, -2.340 (eV).